C33H25Cl2MoN4O4S as an isolated structure at a distorted geometry, computed with wB97M-V/def2-TZVPD.

Values from the calculation:
- DFT total energy (Eh) = -3179.36940
- orbital gap (spin up / spin down) (Ha) = 0.210 / 0.223
- relative energy (zero: lowest compared OMol25 entry of this formula, charge and spin) (kcal/mol) = 13.7
- net charge = -1

```
70
Properties=species:S:1:pos:R:3:forces:R:3
Mo -0.195 0.420 -0.327 -0.9 -0.7 -1.1
O 2.516 -0.724 -2.072 -0.1 -0.2 0.0
C 1.301 -0.615 -1.873 0.5 0.0 -0.5
O 0.576 0.458 -2.165 0.3 0.0 -0.4
C 0.506 -1.708 -1.263 -0.3 0.4 -0.2
C 1.051 -2.999 -1.058 0.1 -0.2 0.2
C 0.256 -3.998 -0.609 0.1 0.1 0.0
C -1.127 -3.742 -0.324 0.0 0.0 0.0
C -1.997 -4.752 0.107 -0.1 0.0 0.0
C -3.314 -4.465 0.387 0.1 0.0 0.0
C -3.781 -3.159 0.265 -0.1 0.1 -0.1
C -2.951 -2.141 -0.170 -0.4 0.1 0.1
C -1.610 -2.426 -0.487 0.0 -0.3 0.1
N -0.791 -1.421 -0.931 0.6 -0.1 0.2
H 2.094 -3.146 -1.305 0.0 0.0 0.0
H 0.642 -5.000 -0.466 0.0 0.0 0.0
H -1.614 -5.759 0.231 0.0 0.0 0.0
H -3.982 -5.246 0.728 0.0 0.0 0.0
H -4.805 -2.918 0.527 0.0 0.0 0.0
H -2.826 -0.170 0.317 -0.1 0.0 -0.1
C 6.419 -0.555 0.519 0.0 0.0 0.0
C 5.270 -0.481 1.535 0.1 0.0 0.0
C 5.831 -0.458 2.964 0.0 0.0 -0.1
C 4.411 -1.736 1.363 0.0 0.1 0.0
C 4.471 0.796 1.282 -0.1 -0.1 0.0
C 5.111 2.046 1.327 0.0 0.1 0.0
C 4.445 3.217 1.024 0.1 0.0 0.0
C 3.105 3.140 0.668 -0.2 0.0 0.0
S 2.038 4.395 0.104 0.0 0.0 0.0
C 0.785 3.208 -0.118 0.2 -0.2 0.2
N 1.109 1.989 0.248 0.7 0.4 -0.1
C 2.436 1.915 0.659 0.2 0.2 0.1
C 3.126 0.746 0.968 -0.1 0.0 0.0
C -0.499 3.406 -0.742 -0.3 0.0 -0.1
C -0.991 4.644 -1.163 0.1 -0.1 0.1
C -2.212 4.695 -1.807 0.0 0.1 0.0
C -2.924 3.517 -2.029 0.0 -0.1 0.0
C -2.422 2.296 -1.599 -0.2 0.0 0.0
C -1.196 2.198 -0.939 0.3 0.5 0.1
H 6.985 -1.480 0.657 0.0 0.0 0.0
H 7.109 0.284 0.624 0.0 0.0 0.0
H 6.016 -0.544 -0.495 0.0 0.0 0.0
H 6.411 -1.364 3.158 0.0 0.0 0.0
H 5.016 -0.408 3.687 0.0 0.0 0.0
H 6.481 0.404 3.125 0.0 0.0 0.0
H 5.031 -2.621 1.522 0.0 0.0 0.0
H 3.995 -1.786 0.355 0.0 0.0 0.0
H 3.589 -1.764 2.080 0.0 0.0 0.0
H 6.164 2.104 1.575 0.0 0.0 0.0
H 4.963 4.167 1.030 0.0 0.0 0.0
H 2.585 -0.185 0.925 0.0 0.0 -0.1
H -0.411 5.545 -0.988 -0.1 0.0 -0.1
H -2.609 5.645 -2.144 0.0 0.0 0.0
H -3.873 3.552 -2.552 0.0 0.0 0.0
H -2.995 1.396 -1.802 0.0 0.0 0.0
Cl -4.366 1.300 1.589 -0.2 0.0 0.0
C -5.259 0.637 0.261 -0.1 0.0 0.1
C -6.521 1.134 0.001 -0.1 0.1 0.0
C -7.268 0.626 -1.048 0.0 0.0 0.0
C -6.720 -0.362 -1.847 0.0 0.0 0.0
C -5.447 -0.843 -1.593 0.1 0.1 0.1
Cl -4.779 -1.953 -2.750 0.1 -0.1 0.1
C -4.676 -0.389 -0.504 -0.2 -0.1 -0.1
N -3.395 -0.807 -0.233 0.1 -0.2 -0.2
H -6.912 1.917 0.635 0.0 0.0 0.0
H -8.257 1.010 -1.253 0.0 0.0 0.0
H -7.257 -0.747 -2.703 0.0 0.0 0.0
O 0.344 -0.398 1.476 -0.3 0.5 1.3
N -0.730 -0.073 2.143 -0.2 -0.2 -0.9
O -1.475 0.536 1.294 0.3 -0.2 1.3
```
Forces are in eV/Å.

***

C28H47BrNP3Pt as an isolated structure at a distorted geometry, computed with wB97M-V/def2-TZVPD.

Values from the calculation:
- DFT total energy (Eh) = -4866.56988
- orbital gap (spin up / spin down) (Ha) = 0.166 / 0.231
- 2S+1 = 3
- relative energy (zero: lowest compared OMol25 entry of this formula, charge and spin) (kcal/mol) = 0.0
- net charge = +2

```
81
Properties=species:S:1:pos:R:3:forces:R:3
C -4.585 -4.086 -4.092 0.1 0.2 -0.4
C -3.991 -3.264 -5.079 -0.8 -1.0 -0.7
C -4.394 -3.443 -6.415 -0.4 -0.4 0.3
C -5.354 -4.435 -6.700 0.4 0.7 0.7
N -5.896 -5.185 -5.738 -0.3 -0.6 -0.4
C -5.519 -5.053 -4.470 0.6 0.9 -0.2
C -2.851 -2.465 -4.713 -2.1 -0.6 1.3
C -2.192 -2.229 -3.586 -1.5 -0.8 1.0
C -2.036 -2.256 -2.178 0.5 0.1 -1.7
C -3.008 -1.827 -1.241 -0.4 0.2 0.4
C -2.621 -1.569 0.049 -0.5 0.2 -0.2
C -1.248 -1.610 0.397 0.0 -2.0 2.3
C -0.365 -2.311 -0.457 0.5 -0.1 -0.9
C -0.741 -2.606 -1.739 0.8 0.1 0.8
Pt -1.143 -1.751 -5.141 0.8 -0.5 -0.1
P -1.836 2.586 -0.633 0.9 -1.8 -1.1
H -3.969 -2.841 -7.216 0.0 -0.2 0.2
H -4.270 -3.993 -3.059 0.0 0.0 0.0
H -5.682 -4.615 -7.730 0.1 0.0 0.5
H -5.943 -5.718 -3.715 0.0 0.1 -0.4
H -0.058 -3.089 -2.441 -0.2 0.1 0.3
H -4.038 -1.680 -1.569 0.2 -0.1 0.2
H 0.639 -2.552 -0.127 0.0 -0.1 -0.1
H -3.356 -1.280 0.801 0.0 0.0 -0.3
C -0.575 3.787 -0.244 0.4 0.4 0.2
C -0.848 5.217 -0.702 -0.1 0.5 -0.1
H 0.360 3.390 -0.668 -0.3 0.2 0.1
H -0.460 3.766 0.848 0.0 -0.1 -0.1
H -0.058 5.864 -0.305 -0.1 -0.1 -0.1
H -0.850 5.324 -1.792 0.0 -0.1 0.2
H -1.797 5.606 -0.316 0.1 -0.1 -0.1
C -2.588 2.767 -2.261 -0.3 0.6 -0.1
C -3.665 1.728 -2.630 -0.1 -0.1 0.0
H -1.780 2.803 -3.017 -0.4 0.1 0.5
H -3.061 3.765 -2.213 0.2 -0.2 -0.2
H -4.083 2.024 -3.605 0.1 -0.2 0.3
H -3.270 0.702 -2.722 0.0 0.4 0.1
H -4.496 1.729 -1.906 0.3 0.0 -0.3
C -3.080 2.379 0.622 -0.3 -0.2 0.3
C -3.806 3.677 0.979 -0.3 0.3 0.2
H -2.606 1.947 1.514 0.0 0.1 -0.2
H -3.791 1.629 0.246 0.2 0.1 0.0
H -4.531 3.440 1.767 0.1 0.2 -0.2
H -3.133 4.451 1.368 -0.1 -0.2 -0.1
H -4.364 4.106 0.137 0.1 -0.2 0.1
Br -0.705 0.672 -0.775 -0.4 2.2 -0.4
P 0.452 -0.253 -5.034 0.2 0.6 0.7
C -0.323 1.345 -4.601 -0.1 0.9 -0.5
C 0.446 2.661 -4.689 0.1 0.4 -0.2
H -0.622 1.207 -3.540 0.2 -0.5 -0.7
H -1.260 1.409 -5.179 0.3 -0.1 0.2
H -0.135 3.448 -4.188 0.1 -0.1 -0.1
H 1.430 2.632 -4.205 -0.2 -0.1 -0.1
H 0.574 3.000 -5.724 0.1 -0.2 0.2
C 1.881 -0.382 -3.918 0.0 -0.1 0.1
C 3.180 0.210 -4.431 0.4 0.1 0.1
H 2.051 -1.412 -3.584 -0.3 0.1 -0.3
H 1.561 0.164 -3.019 0.0 -0.1 -0.1
H 3.909 0.083 -3.631 0.2 0.2 -0.1
H 3.577 -0.297 -5.312 -0.1 0.0 0.0
H 3.097 1.274 -4.660 0.0 -0.1 0.0
C 0.699 -1.228 -6.644 0.4 1.3 0.0
C -0.296 -0.981 -7.779 -0.4 0.0 -0.8
H 0.469 -2.274 -6.257 0.8 0.1 -0.4
H 1.756 -1.127 -6.859 0.2 -0.6 -0.4
H -1.313 -1.055 -7.350 0.1 0.2 -0.4
H -0.242 -0.039 -8.361 0.3 -0.3 0.8
H -0.247 -1.782 -8.537 0.2 0.2 0.5
C -2.233 -1.772 3.096 -0.1 0.0 0.7
P -0.756 -1.570 2.120 -0.6 -0.3 -2.0
C 0.053 -0.025 2.534 0.3 0.1 0.6
C 0.390 -2.923 2.396 0.3 -0.2 0.5
H -2.898 -0.907 2.963 0.2 -0.3 0.1
H -1.946 -1.856 4.154 -0.3 0.0 -0.2
H -2.760 -2.684 2.780 0.2 0.3 0.1
H 0.345 -0.052 3.597 0.0 0.2 -0.3
H 0.953 0.089 1.913 -0.3 0.0 0.2
H -0.623 0.825 2.363 0.2 -0.3 0.1
H 0.504 -3.059 3.481 0.1 0.0 -0.3
H 0.009 -3.855 1.950 0.0 0.4 0.2
H 1.372 -2.691 1.957 -0.3 -0.1 0.2
```
Forces are in eV/Å.

***

Question: relative energy (zero: lowest compared OMol25 entry of this formula, charge and spin) of number 1 (C33H25Cl2MoN4O4S)?
Answer: 13.7 kcal/mol

***

Question: Look up the relative energy (zero: lowest compared OMol25 entry of this formula, charge and spin) of the second one.
Answer: 0.0 kcal/mol

***

Question: net charge of number 1 (C33H25Cl2MoN4O4S)?
Answer: -1